Record 1
A 2-piece molecular cluster, C2HClO overall at a distorted geometry, computed with the ωB97M-V functional and the def2-TZVPD basis.

**Relative energy (zero: lowest compared OMol25 entry of this formula, charge and spin)**: 2.8299 eV
**HOMO**: -8.910 eV
**F_max**: 2.949 eV/A
**Lowest unoccupied orbital energy**: -0.74 eV
**Charge**: 0
**Frontier orbital gap**: 0.30009 hartree

Each line ends with the Mulliken charge.
Atoms and positions in Å:
C 2.4742 0.6518 -0.7966  0.1150
C -1.3324 0.7474 0.1983  -0.1641
O 2.4207 1.5390 -0.1028  -0.1142
Cl -0.5911 1.3663 -1.0650  0.0331
H -0.5654 0.4286 0.9317  0.1302



Record 2
A 10-piece molecular cluster, H19O10 overall at a distorted geometry, computed with the ωB97M-V functional and the def2-TZVPD basis.

**Relative energy (zero: lowest compared OMol25 entry of this formula, charge and spin)**: 1.7715 eV
**HOMO**: -5.970 eV
**F_max**: 2.862 eV/A
**Lowest unoccupied orbital energy**: 2.64 eV
**Charge**: -1
**Frontier orbital gap**: 0.31631 hartree

Each line ends with the Mulliken charge.
Atoms and positions in Å:
O 1.6151 -0.5679 -3.5312  -0.5707
H 1.2968 -1.2368 -4.1426  0.2945
H -0.8187 -0.1857 2.5754  0.4087
O -0.0661 -1.0319 1.1156  -1.0118
H 0.8558 -0.7805 1.2255  0.2124
H 1.5436 -3.2270 0.5709  0.2386
O 2.9745 -0.0924 -0.2554  -0.6105
H -0.5115 -0.7397 -0.1313  0.4427
H 2.0565 0.0442 -0.5395  0.2469
O -3.4491 0.1862 -0.5864  -0.6267
H 1.8472 1.8822 2.9203  0.2916
H 2.0602 -1.0240 -2.8220  0.2666
O 0.9647 1.9168 3.3054  -0.6116
H -1.7924 -0.1634 3.7158  0.2733
H -2.7327 -0.4215 -0.8011  0.4161
O -1.1309 1.5918 -2.7741  -0.6317
H -0.4179 2.2321 -2.7166  0.3108
H -1.2689 1.1273 -1.8970  0.1683
O -0.1192 2.2653 0.4626  -0.6165
H 0.2465 1.4818 0.0299  0.2280
H -0.9996 2.2627 0.0748  0.3338
O -0.8748 -0.4901 -1.1415  -0.6656
H -1.2101 -1.3331 -1.4346  0.1545
H 0.3836 1.9766 2.5353  0.3296
O -1.2826 0.4507 3.1771  -0.6280
H 3.0969 -0.9868 -0.5983  0.3158
O 0.7751 -3.4454 1.0768  -0.6462
H -3.1199 1.0780 -0.6964  0.2813
H 0.0778 -2.7693 1.2826  0.4061



Record 3
One molecule with the formula C3H6ClFO at a distorted geometry, computed with the ωB97M-V functional and the def2-TZVPD basis.

**Relative energy (zero: lowest compared OMol25 entry of this formula, charge and spin)**: 0.2934 eV
**SMILES**: C[C@@](F)(Cl)CO
**HOMO**: -10.900 eV
**F_max**: 2.407 eV/A
**Lowest unoccupied orbital energy**: 0.76 eV
**Charge**: 0
**Frontier orbital gap**: 0.42841 hartree

Each line ends with the Mulliken charge.
Atoms and positions in Å:
C -0.8195 0.1421 1.2396  -1.3611
C 0.2609 -0.3110 0.3295  1.1609
C 0.4942 0.5234 -0.8646  -0.7930
H -0.9098 -0.4869 2.1239  0.3537
H -1.8293 0.0860 0.7859  0.3725
H -0.7620 1.1860 1.6123  0.3220
H -0.4970 0.7717 -1.3436  0.3123
H 0.9834 1.4354 -0.4716  0.3255
H 0.6922 -0.7874 -2.2422  0.3354
O 1.2934 -0.1081 -1.8636  -0.4919
F 1.4355 -0.5226 0.9818  -0.2761
Cl -0.3420 -1.9288 -0.2876  -0.2602



Record 4
C26H30Br2N2O4PS2Y as an isolated structure, computed with the ωB97M-V functional and the def2-TZVPD basis.

**Relative energy (zero: lowest compared OMol25 entry of this formula, charge and spin)**: 1.7942 eV
**HOMO**: -7.420 eV
**F_max**: 0.254 eV/A
**Lowest unoccupied orbital energy**: -1.22 eV
**Charge**: 0
**Frontier orbital gap**: 0.22795 hartree

Each line ends with the Mulliken charge.
Atoms and positions in Å:
Y -0.1297 0.2786 -0.6997  0.1966
Br 5.3680 5.7483 -1.2016  -0.1397
C 3.6549 4.9572 -1.0641  -0.6758
C 2.7106 5.5130 -0.3069  -0.6110
C 1.3916 4.8870 -0.1403  -0.1796
C 1.1023 3.7475 -0.7733  -1.0577
C 2.0984 3.0404 -1.6010  0.2573
C 3.4626 3.7236 -1.8834  -0.0268
N -0.0405 2.9571 -0.4908  0.2080
C -1.1668 3.5311 -0.3593  -0.5465
C -2.3478 2.7677 0.0789  0.6920
C -3.5791 3.3914 0.1850  -0.8745
C -4.6652 2.6488 0.6247  -0.4193
C -4.4713 1.3180 0.9453  -0.9234
C -3.2027 0.7745 0.8013  0.0946
N -2.1567 1.4766 0.3768  0.0019
H 2.9191 6.4224 0.2399  0.4032
H 0.7137 5.3050 0.5936  0.5324
H 1.6511 2.6325 -2.5101  0.3380
H 3.6596 3.9558 -2.9323  0.7688
H -1.2957 4.5959 -0.5540  0.5828
H -3.6779 4.4354 -0.0797  0.4447
H -5.6423 3.1043 0.7139  0.4532
H -5.2830 0.6977 1.2977  0.4321
H -3.0095 -0.2654 1.0351  0.2422
C 1.3426 -3.3001 3.6650  -1.2014
C 2.0270 -3.8610 2.4352  0.5283
C 1.8607 -5.3602 2.2910  -1.2243
O 1.6193 -3.2085 1.2001  -0.4812
P 0.1958 -2.7094 0.7457  1.7609
S 0.2335 -2.4440 -1.2132  -0.6170
S -0.3881 -1.0448 1.7209  -0.5330
O -0.7091 -3.9470 1.1830  -0.3183
C -2.1542 -4.0857 1.2233  0.3712
C -2.8699 -3.3659 0.1002  -1.1414
C -2.6586 -3.6882 2.5971  -1.3252
H 1.7760 -3.7766 4.5461  0.4710
H 0.2727 -3.5124 3.6580  0.1418
H 1.4839 -2.2242 3.7476  0.2929
H 3.0897 -3.6209 2.4815  0.3531
H 0.8065 -5.6329 2.2666  0.1675
H 2.3325 -5.8644 3.1358  0.4482
H 2.3351 -5.7071 1.3737  0.3329
H -2.2890 -5.1607 1.0930  0.2207
H -2.7467 -2.2839 0.1735  -0.0074
H -3.9350 -3.5968 0.1692  0.5472
H -2.5054 -3.6776 -0.8765  0.4147
H -2.5349 -2.6184 2.7647  0.1915
H -2.1179 -4.2257 3.3763  0.3237
H -3.7173 -3.9397 2.6821  0.4955
C -3.4796 -0.6786 -2.5667  -0.7976
O -2.2307 -0.2849 -2.0164  0.1212
C -1.5608 0.8958 -2.6036  0.1634
O -2.1249 1.4211 -3.5185  -0.5627
H -3.7485 -1.6357 -2.1241  0.1564
H -3.4051 -0.7763 -3.6495  0.3208
H -4.2488 0.0656 -2.3474  0.2948
Br 6.2206 2.1212 -3.3756  -0.1710
C 4.6759 1.5183 -2.4397  -0.6309
C 4.1188 0.3432 -2.7111  -0.6213
C 2.9000 -0.1319 -2.0228  -0.4733
C 2.2430 0.5794 -1.0884  0.1348
C 2.8168 1.9313 -0.7965  -0.2608
C 4.1794 2.4351 -1.3762  0.0600
H 4.5558 -0.2837 -3.4790  0.3914
H 2.5353 -1.1025 -2.3461  0.3113
H 2.7709 2.1704 0.2703  0.4498
H 4.9692 2.6240 -0.6448  0.7084



Record 5
One molecule with the formula C2H3NOS at a distorted geometry, computed with the ωB97M-V functional and the def2-TZVPD basis.

**Relative energy (zero: lowest compared OMol25 entry of this formula, charge and spin)**: 3.3504 eV
**HOMO**: -8.610 eV
**F_max**: 3.161 eV/A
**Lowest unoccupied orbital energy**: 0.15 eV
**Charge**: 0
**Frontier orbital gap**: 0.32175 hartree

Each line ends with the Mulliken charge.
Atoms and positions in Å:
C -0.1783 -1.2365 0.7229  0.0954
C 0.3330 -0.2973 -0.2567  -0.0455
N -0.9701 -0.1444 0.4053  -0.4251
O -0.7437 -2.8605 2.6173  -0.5237
S 0.2032 -2.6626 1.5104  0.2215
H 1.1611 0.5266 -0.2158  0.2252
H 0.0961 -0.6089 -1.1926  0.2081
H -1.2458 0.6095 1.0274  0.2440



Record 6
One molecule with the formula C6H12N2O2S at a distorted geometry, computed with the ωB97M-V functional and the def2-TZVPD basis.

**Relative energy (zero: lowest compared OMol25 entry of this formula, charge and spin)**: 5.4094 eV
**SMILES**: CNS(=O)(=O)CCCCC#N
**HOMO**: -10.527 eV
**F_max**: 8.720 eV/A
**Lowest unoccupied orbital energy**: 0.19 eV
**Charge**: 0
**Frontier orbital gap**: 0.39403 hartree

Each line ends with the Mulliken charge.
Atoms and positions in Å:
C -1.2360 -1.1309 2.8197  -0.6932
C -0.4008 0.7491 -0.3072  -0.9078
C 0.8527 -0.0173 0.0043  -0.3762
C 1.7137 0.0305 -1.1319  -0.5571
C 0.9908 -0.1346 -2.4619  -0.4440
C 1.7444 -0.0546 -3.8153  0.0284
H -1.1177 -0.3587 3.7780  0.2609
H -0.0980 -1.6130 2.4248  0.1974
H -1.9446 -2.1067 3.0604  0.3031
H -2.8155 -0.6262 1.2229  0.3353
H -1.0958 0.2760 -0.9559  0.4121
H -0.0629 1.7403 -0.5555  0.4120
H 1.4285 0.5002 1.0110  0.2580
H 0.1800 -0.9545 0.2012  0.2529
H 2.4910 -0.7458 -0.8865  0.2558
H 1.9831 1.0281 -0.8838  0.3900
H 0.6212 -1.1136 -2.2296  0.3991
H 0.0442 0.3519 -2.7104  0.3523
N -1.7435 -0.5296 1.6041  -0.3097
N 2.4675 0.3899 -4.7220  -0.4594
O -2.3960 1.7456 0.9461  -0.6908
O -0.3324 1.5811 2.2967  -0.6387
S -1.2739 0.9926 1.2907  1.2195



Record 7
A 2-piece molecular cluster, C6H12BrClN2 overall at a distorted geometry, computed with the ωB97M-V functional and the def2-TZVPD basis.

**Relative energy (zero: lowest compared OMol25 entry of this formula, charge and spin)**: 0.0000 eV
**HOMO (spin up / spin down)**: -7.804 / -7.804 eV
**F_max**: 3.278 eV/A
**Lowest unoccupied orbital energy (spin up / spin down)**: 0.07 / 0.07 eV
**Charge**: 0
**Frontier orbital gap (spin up / spin down)**: 0.28941 / 0.28945 hartree

Each line ends with the Mulliken charge.
Atoms and positions in Å:
C -1.4758 -1.2311 -2.9710  0.1420
C 0.0916 2.9521 -0.1962  -1.0386
C -0.9408 -3.0565 -4.4660  -0.8236
C 0.5861 1.5553 -0.3711  -0.4059
C -0.4541 0.4413 -0.1079  -0.7494
C -2.5498 -0.1552 -1.2496  -0.0509
N -1.5269 -2.3383 -3.4400  -0.2892
N -1.5674 0.7567 -0.9534  -0.2341
Cl -2.8636 -1.2396 0.0364  -0.1046
Br 0.2096 0.0878 -3.4696  -0.4460
H 0.3154 3.3444 0.7500  0.3629
H 0.4774 3.5229 -1.0512  0.2848
H -0.9681 2.8926 -0.2986  0.3287
H -0.8203 -2.3721 -5.3075  0.3207
H -1.4367 -4.0058 -4.6482  0.2735
H 0.0352 -3.3272 -4.2655  0.3556
H 1.4811 1.2893 0.2054  0.4274
H 0.9783 1.3657 -1.3755  0.0875
H -0.2697 -0.5764 -0.3149  0.5460
H -0.7814 0.4759 1.0005  0.2800
H -3.4236 0.0762 -1.9004  0.3997
H -1.2865 1.3830 -1.6617  0.3336



Record 8
A 2-piece molecular cluster, C5H9N overall at a distorted geometry, computed with the ωB97M-V functional and the def2-TZVPD basis.

**Relative energy (zero: lowest compared OMol25 entry of this formula, charge and spin)**: 2.7589 eV
**SMILES**: C/C=C/CC#N.[H][H]
**HOMO**: -9.506 eV
**F_max**: 1.934 eV/A
**Lowest unoccupied orbital energy**: 0.92 eV
**Charge**: 0
**Frontier orbital gap**: 0.38312 hartree

Each line ends with the Mulliken charge.
Atoms and positions in Å:
C 1.3083 -1.0226 -1.3143  -1.2186
C 0.7783 -0.4847 -0.0448  -0.2288
C -0.4901 -0.1457 0.1373  -0.1670
C -1.0493 0.1702 1.4874  -0.4641
C -1.8499 1.4004 1.5109  0.2364
N -2.4935 2.3609 1.5278  -0.4049
H 0.8796 1.2326 -1.6577  0.1325
H 2.3819 -0.9285 -1.5167  0.2921
H 0.7171 -0.8895 -2.2259  0.3766
H 1.4919 -0.5352 0.7729  0.2513
H 1.0598 -2.0081 -0.8653  0.3519
H 0.3699 1.3912 -1.1383  -0.0878
H -1.1853 -0.1620 -0.7044  0.3950
H -0.2294 0.2724 2.2050  0.2653
H -1.6892 -0.6514 1.8261  0.2703



Record 9
One molecule with the formula C4H4O, computed with the ωB97M-V functional and the def2-TZVPD basis.

**Relative energy (zero: lowest compared OMol25 entry of this formula, charge and spin)**: 2.6708 eV
**HOMO**: -8.603 eV
**F_max**: 0.403 eV/A
**Lowest unoccupied orbital energy**: 0.03 eV
**Charge**: 0
**Frontier orbital gap**: 0.31729 hartree

Each line ends with the Mulliken charge.
Atoms and positions in Å:
O -0.5098 0.5264 -0.9762  -0.3263
C -0.9455 0.5460 0.4350  -0.0338
C -0.1648 -0.4017 1.2290  -0.6227
C 0.8391 -0.7686 0.2985  -0.2852
C 0.5516 -0.2426 -0.9428  -0.0921
H -2.0328 0.6095 0.4460  0.3589
H -0.5236 1.4574 0.8861  0.2495
H 1.7145 -1.3685 0.5149  0.3521
H 1.0714 -0.3579 -1.8904  0.3995



Record 10
An isolated ion of composition C3H6O and charge -1 at a distorted geometry, computed with the ωB97M-V functional and the def2-TZVPD basis.

**Relative energy (zero: lowest compared OMol25 entry of this formula, charge and spin)**: 0.0320 eV
**HOMO (spin up / spin down)**: 0.834 / -3.176 eV
**F_max**: 2.430 eV/A
**2S+1**: 2
**Lowest unoccupied orbital energy (spin up / spin down)**: 5.21 / 4.76 eV
**Charge**: -1
**Frontier orbital gap (spin up / spin down)**: 0.16095 / 0.29145 hartree

Each line ends with the Mulliken charge.
Atoms and positions in Å:
O 1.8316 0.8045 0.7874  -0.6271
C 1.3391 -0.2794 0.3993  -0.5006
C 0.1314 -0.3028 -0.5301  -0.2891
C -1.0986 0.4186 0.0996  -1.5231
H 1.7199 -1.2858 0.6496  0.3419
H -0.1668 -1.3013 -0.8266  0.3782
H 0.4105 0.3266 -1.4030  0.1351
H -1.6398 -0.3727 0.6420  0.3528
H -1.7034 0.8703 -0.6977  0.5098
H -0.8239 1.1220 0.8795  0.2221



Record 11
One molecule with the formula C23H30N2O3S, computed with the ωB97M-V functional and the def2-TZVPD basis.

**Relative energy (zero: lowest compared OMol25 entry of this formula, charge and spin)**: 0.0085 eV
**SMILES**: CSCC[C@H](C(=O)N1C[C@]2(C)C[C@H]1CC(C)(C)C2)N1C(=O)c2ccccc2C1=O
**HOMO**: -8.211 eV
**F_max**: 0.708 eV/A
**Lowest unoccupied orbital energy**: -0.54 eV
**Charge**: 0
**Frontier orbital gap**: 0.28196 hartree

Each line ends with the Mulliken charge.
Atoms and positions in Å:
C 5.4613 -2.5442 -1.5370  -0.7578
H 4.7136 -3.3026 -1.3243  0.2267
H 6.4279 -3.0118 -1.6922  0.3657
H 5.5149 -1.8240 -0.7264  0.2292
S 5.0452 -1.6711 -3.0733  -0.1114
C 3.7425 -0.5625 -2.4533  -0.8086
C 2.4710 -1.3158 -2.1003  -0.5994
H 2.0972 -1.8366 -2.9855  0.5063
C 1.3872 -0.3667 -1.5789  -0.5430
N 0.0960 -1.0267 -1.5709  0.7510
C -0.9536 -0.6337 -2.3928  0.2176
O -0.9128 0.2909 -3.1651  -0.6692
C -2.0664 -1.5622 -2.0862  0.2638
C -3.3496 -1.6257 -2.5877  -0.5956
C -4.1863 -2.6217 -2.0930  -0.5018
C -3.7455 -3.5164 -1.1301  -0.5540
C -2.4500 -3.4515 -0.6255  -0.5638
C -1.6216 -2.4653 -1.1173  0.5223
C -0.2103 -2.1390 -0.7909  0.1713
O 0.5397 -2.6879 -0.0285  -0.6254
H -2.0989 -4.1439 0.1233  0.5240
H -4.4186 -4.2780 -0.7660  0.4167
H -5.1964 -2.6988 -2.4665  0.4109
H -3.6852 -0.9260 -3.3372  0.5173
H 1.2809 0.4922 -2.2549  0.4954
C 1.7527 0.1440 -0.1705  0.5125
O 2.7649 -0.2180 0.3966  -0.6933
N 0.8984 1.0254 0.3772  0.0077
C -0.2297 1.6909 -0.2463  -1.1153
H -1.0576 1.0089 -0.4515  0.0773
C -0.6392 2.7659 0.7723  2.2730
C -1.2873 3.9673 0.0945  -2.1571
H -2.1969 3.6687 -0.4218  0.3844
H -1.5420 4.7262 0.8306  0.4588
H -0.6094 4.4090 -0.6323  0.4766
C 0.7024 3.0833 1.4345  -1.4323
C 1.2186 1.6679 1.6488  -0.2958
C 0.4786 1.0158 2.8180  -1.6370
H 0.8468 -0.0027 2.9479  0.4307
H 0.7366 1.5785 3.7173  0.5046
C -1.0538 0.9813 2.6448  2.6440
C -1.4638 -0.3411 1.9835  -2.0351
H -0.8897 -0.5384 1.0858  0.4545
H -2.5227 -0.3397 1.7291  0.3142
H -1.2833 -1.1673 2.6682  0.4901
C -1.7064 1.0138 4.0339  -2.1182
H -1.4618 1.9344 4.5598  0.5028
H -1.3596 0.1766 4.6351  0.4345
H -2.7887 0.9469 3.9454  0.4050
C -1.5774 2.1983 1.8466  -2.1406
H -2.5313 1.9325 1.3849  0.3541
H -1.7795 3.0102 2.5495  0.4520
H 2.2972 1.6002 1.8113  0.6528
H 0.5959 3.6372 2.3639  0.4558
H 1.3512 3.6411 0.7579  0.4195
H 0.0686 2.1515 -1.1954  0.6241
H 2.6810 -2.0484 -1.3195  0.4056
H 3.5652 0.1517 -3.2579  0.3768
H 4.1398 -0.0431 -1.5819  0.2254



Record 12
One molecule with the formula CH4ClP at a distorted geometry, computed with the ωB97M-V functional and the def2-TZVPD basis.

**Relative energy (zero: lowest compared OMol25 entry of this formula, charge and spin)**: 4.2472 eV
**SMILES**: [PH3]=CCl
**HOMO**: -7.684 eV
**F_max**: 2.948 eV/A
**Lowest unoccupied orbital energy**: 0.35 eV
**Charge**: 0
**Frontier orbital gap**: 0.29508 hartree

Each line ends with the Mulliken charge.
Atoms and positions in Å:
C -0.7043 1.2570 -1.7988  -0.4254
P -0.4900 1.1730 0.1378  0.1600
Cl -1.3895 -0.3930 -2.1439  -0.2251
H 0.3890 1.1205 -2.1095  0.1722
H -1.4241 1.6926 1.0058  0.0905
H -0.4693 -0.1796 -0.1930  0.1399
H 0.4707 1.7949 0.8860  0.0880